Below is 8 unconnected molecules or ions with the total composition C28H40N3O25P in a non-equilibrium geometry, with properties calculated with ωB97M-V/def2-TZVPD.

* E: -3477.605467 hartree
* HOMO energy: -8.81 eV
* energy relative to the best compared isomer or geometry (same formula, charge and spin): 217.01 kJ/mol
* SMILES: CP(O)C1=C(CC(N)(N)N)C(=O)OC1=O.O=C1OCCO1.O=C1OCCO1.O=C1OCCO1.O=C1OCCO1.O=C1OCCO1.O=C1OCCO1.O=C1OCCO1
* largest force on an atom: 0.0941 Eh/bohr
* E_LUMO: -1.423 eV
* charge: 0

Element x y z (Å)
C (5.359, -0.604, -0.454)
P (3.505, -0.746, 0.022)
O (3.527, -1.726, 1.433)
C (2.969, 1.000, 0.507)
C (1.644, 1.498, 0.506)
C (0.247, 0.842, 0.133)
C (-0.085, -0.543, 0.887)
N (0.763, -0.825, 2.077)
N (-1.509, -0.436, 1.408)
N (-0.072, -1.648, -0.108)
C (1.670, 3.041, 0.936)
O (0.715, 3.840, 0.953)
O (3.013, 3.368, 1.254)
C (3.878, 2.242, 1.005)
O (5.100, 2.290, 1.195)
H (5.510, -0.093, -1.462)
H (5.741, -1.694, -0.459)
H (5.964, -0.090, 0.385)
H (3.615, -1.079, 2.179)
H (0.091, 0.736, -1.005)
H (-0.563, 1.595, 0.466)
H (0.473, -1.780, 2.374)
H (0.458, -0.236, 2.879)
H (-2.093, -0.173, 0.592)
H (-1.584, 0.334, 2.091)
H (0.570, -2.404, 0.155)
H (-1.033, -1.992, -0.258)
O (-3.550, -0.321, -1.795)
C (-2.976, 0.453, -2.506)
O (-2.632, 0.204, -3.799)
C (-2.178, 1.433, -4.353)
C (-1.743, 2.209, -3.149)
O (-2.580, 1.698, -2.120)
H (-1.362, 1.264, -5.056)
H (-3.010, 1.910, -4.881)
H (-0.699, 2.020, -2.884)
H (-1.888, 3.284, -3.271)
O (-6.250, -3.920, 4.212)
C (-5.678, -3.142, 3.490)
O (-5.344, -3.397, 2.195)
C (-4.897, -2.170, 1.630)
C (-4.455, -1.390, 2.824)
O (-5.281, -1.895, 3.865)
H (-4.085, -2.340, 0.923)
H (-5.733, -1.697, 1.107)
H (-3.408, -1.576, 3.080)
H (-4.603, -0.316, 2.697)
O (-0.916, -2.702, 5.510)
C (-1.650, -3.644, 5.593)
O (-1.980, -4.457, 4.547)
C (-2.675, -5.568, 5.090)
C (-3.213, -5.038, 6.380)
O (-2.265, -4.042, 6.742)
H (-3.466, -5.897, 4.414)
H (-1.967, -6.389, 5.237)
H (-4.193, -4.566, 6.261)
H (-3.280, -5.808, 7.149)
O (-0.808, 3.021, 6.189)
C (-0.243, 3.797, 5.474)
O (0.088, 3.547, 4.177)
C (0.530, 4.775, 3.614)
C (0.975, 5.556, 4.813)
O (0.151, 5.044, 5.853)
H (1.337, 4.608, 2.904)
H (-0.308, 5.248, 3.094)
H (2.023, 5.372, 5.068)
H (0.824, 6.630, 4.691)
O (1.366, 3.837, -5.785)
C (1.128, 2.998, -6.606)
O (0.413, 1.865, -6.360)
C (0.159, 1.252, -7.619)
C (1.260, 1.787, -8.483)
O (1.538, 3.053, -7.901)
H (0.185, 0.164, -7.533)
H (-0.833, 1.557, -7.966)
H (2.163, 1.171, -8.440)
H (0.956, 1.896, -9.525)
O (-3.041, -3.364, -0.821)
C (-2.283, -4.289, -0.756)
O (-0.945, -4.199, -0.981)
C (-0.371, -5.439, -0.589)
C (-1.523, -6.392, -0.697)
O (-2.649, -5.562, -0.449)
H (0.457, -5.710, -1.246)
H (0.003, -5.347, 0.435)
H (-1.616, -6.826, -1.697)
H (-1.467, -7.199, 0.035)
O (6.570, 2.203, -4.684)
C (5.897, 2.926, -4.009)
O (4.976, 2.495, -3.103)
C (4.562, 3.631, -2.356)
C (4.858, 4.772, -3.282)
O (5.952, 4.286, -4.048)
H (3.503, 3.564, -2.102)
H (5.146, 3.679, -1.432)
H (4.024, 4.992, -3.955)
H (5.131, 5.683, -2.747)

=====

Below is 15 unconnected molecules or ions with the total composition C45H120O45S15 in a non-equilibrium geometry, with properties calculated with ωB97M-V/def2-TZVPD.

* E: -11144.627684 hartree
* HOMO energy: -10.25 eV
* energy relative to the best compared isomer or geometry (same formula, charge and spin): 925.62 kJ/mol
* largest force on an atom: 0.0950 Eh/bohr
* E_LUMO: -0.068 eV
* charge: 0

Element x y z (Å)
O (8.353, 4.628, 4.217)
S (7.136, 3.895, 4.509)
O (6.991, 2.456, 4.603)
O (6.399, 4.667, 5.875)
C (7.061, 4.750, 7.049)
C (7.901, 5.979, 7.133)
C (5.884, 4.410, 3.222)
H (7.544, 3.778, 7.148)
H (6.391, 4.888, 7.897)
H (8.461, 6.050, 8.065)
H (7.356, 6.911, 6.980)
H (8.613, 6.030, 6.309)
H (5.043, 4.751, 3.827)
H (5.592, 3.457, 2.781)
H (6.297, 5.037, 2.432)
O (-0.576, -7.345, 0.936)
S (-1.807, -6.749, 1.350)
O (-2.789, -7.707, 1.987)
O (-1.456, -5.436, 2.369)
C (-2.573, -4.942, 3.063)
C (-2.943, -3.517, 2.708)
C (-2.528, -5.770, -0.073)
H (-2.333, -4.936, 4.126)
H (-3.428, -5.618, 3.075)
H (-3.476, -3.616, 1.763)
H (-2.055, -2.891, 2.621)
H (-3.586, -3.001, 3.420)
H (-1.820, -4.944, -0.146)
H (-3.527, -5.444, 0.215)
H (-2.536, -6.344, -1.000)
O (-4.253, -3.256, -1.435)
S (-4.484, -1.763, -1.493)
O (-3.743, -0.782, -0.668)
O (-4.306, -1.336, -3.123)
C (-4.220, 0.050, -3.423)
C (-2.968, 0.348, -4.183)
C (-6.380, -1.447, -1.237)
H (-4.393, 0.715, -2.577)
H (-5.038, 0.319, -4.092)
H (-2.123, 0.198, -3.511)
H (-2.842, 1.391, -4.473)
H (-2.799, -0.221, -5.098)
H (-6.636, -1.068, -0.247)
H (-6.967, -2.333, -1.478)
H (-6.622, -0.648, -1.937)
O (3.624, 1.396, 5.753)
S (3.681, 0.161, 4.889)
O (4.114, 0.302, 3.505)
O (4.530, -1.063, 5.654)
C (4.481, -1.049, 7.054)
C (4.815, -2.421, 7.552)
C (1.941, -0.676, 4.763)
H (3.499, -0.832, 7.475)
H (5.184, -0.304, 7.429)
H (5.843, -2.683, 7.302)
H (4.079, -3.088, 7.104)
H (4.593, -2.570, 8.609)
H (2.045, -1.551, 4.122)
H (1.172, -0.037, 4.328)
H (1.722, -0.886, 5.810)
O (-0.336, 9.295, -1.423)
S (0.863, 8.737, -0.737)
O (1.108, 8.955, 0.684)
O (0.978, 7.046, -0.930)
C (0.738, 6.386, -2.155)
C (-0.611, 5.612, -2.050)
C (2.498, 9.249, -1.570)
H (1.466, 5.577, -2.207)
H (0.878, 7.130, -2.939)
H (-0.821, 4.772, -2.712)
H (-1.378, 6.386, -2.087)
H (-0.702, 5.025, -1.135)
H (2.298, 10.289, -1.826)
H (2.756, 8.605, -2.411)
H (3.375, 9.048, -0.954)
O (-0.803, 1.207, 6.926)
S (-2.154, 1.418, 6.533)
O (-3.223, 1.024, 7.451)
O (-2.324, 3.020, 6.149)
C (-2.074, 3.885, 7.189)
C (-1.197, 4.990, 6.558)
C (-2.322, 0.701, 4.816)
H (-1.555, 3.381, 8.004)
H (-2.940, 4.400, 7.605)
H (-1.621, 5.247, 5.588)
H (-0.197, 4.635, 6.310)
H (-0.942, 5.838, 7.195)
H (-1.445, 1.069, 4.284)
H (-3.121, 1.302, 4.383)
H (-2.284, -0.388, 4.833)
O (-5.166, 4.657, -0.353)
S (-6.055, 3.526, -0.092)
O (-7.327, 3.962, 0.414)
O (-6.182, 2.656, -1.556)
C (-7.236, 3.143, -2.414)
C (-7.353, 2.411, -3.793)
C (-5.236, 2.274, 1.009)
H (-7.232, 4.222, -2.573)
H (-8.125, 2.995, -1.801)
H (-6.498, 2.663, -4.420)
H (-8.211, 2.640, -4.425)
H (-7.270, 1.355, -3.538)
H (-4.918, 2.802, 1.908)
H (-4.440, 1.710, 0.522)
H (-5.970, 1.540, 1.343)
O (-6.725, -3.245, -4.315)
S (-5.776, -3.576, -5.409)
O (-6.124, -4.528, -6.430)
O (-5.370, -2.114, -6.129)
C (-4.811, -2.089, -7.431)
C (-4.809, -0.664, -7.997)
C (-4.055, -3.945, -4.811)
H (-5.315, -2.820, -8.062)
H (-3.770, -2.385, -7.301)
H (-5.789, -0.262, -8.255)
H (-4.099, -0.494, -8.807)
H (-4.471, -0.057, -7.157)
H (-3.374, -3.794, -5.648)
H (-3.998, -4.958, -4.411)
H (-3.751, -3.249, -4.029)
O (-1.491, -6.004, -4.928)
S (-0.507, -4.904, -5.054)
O (-0.910, -3.538, -5.338)
O (0.259, -4.928, -3.564)
C (0.624, -6.142, -2.883)
C (1.183, -5.862, -1.512)
C (0.903, -5.558, -6.048)
H (1.365, -6.679, -3.475)
H (-0.290, -6.734, -2.842)
H (1.374, -6.730, -0.881)
H (0.655, -5.117, -0.917)
H (2.174, -5.500, -1.788)
H (1.829, -5.101, -5.699)
H (0.976, -5.252, -7.092)
H (1.015, -6.614, -5.802)
O (7.091, -3.050, 0.435)
S (5.646, -3.441, 0.359)
O (4.988, -4.169, -0.750)
O (5.112, -4.134, 1.793)
C (5.566, -3.532, 3.034)
C (6.797, -4.210, 3.622)
C (4.636, -1.844, 0.391)
H (4.747, -3.736, 3.724)
H (5.587, -2.442, 3.005)
H (7.700, -3.610, 3.511)
H (6.946, -5.249, 3.327)
H (6.641, -4.417, 4.681)
H (3.646, -1.975, 0.827)
H (4.652, -1.429, -0.617)
H (5.210, -1.152, 1.007)
O (2.076, -0.227, -6.002)
S (2.002, 0.409, -4.675)
O (1.238, 1.612, -4.564)
O (1.486, -0.691, -3.563)
C (1.732, -2.012, -3.745)
C (2.840, -2.621, -2.837)
C (3.778, 0.577, -4.119)
H (1.945, -2.321, -4.768)
H (0.834, -2.609, -3.583)
H (3.773, -2.058, -2.810)
H (2.999, -3.670, -3.087)
H (2.518, -2.439, -1.812)
H (3.721, 0.958, -3.100)
H (4.237, 1.333, -4.757)
H (4.282, -0.390, -4.117)
O (-0.077, 1.010, 1.820)
S (0.760, 0.740, 0.672)
O (2.159, 1.137, 0.536)
O (0.700, -0.875, 0.447)
C (-0.617, -1.491, 0.402)
C (-0.748, -2.161, -0.988)
C (-0.183, 1.272, -0.848)
H (-1.398, -0.761, 0.613)
H (-0.860, -2.253, 1.143)
H (0.157, -2.709, -1.249)
H (-0.879, -1.463, -1.815)
H (-1.536, -2.914, -1.015)
H (-0.170, 2.361, -0.799)
H (-1.138, 0.751, -0.776)
H (0.388, 0.824, -1.662)
O (6.257, 3.880, 0.005)
S (4.992, 4.518, -0.374)
O (4.144, 5.298, 0.556)
O (5.318, 5.385, -1.765)
C (5.982, 6.676, -1.591)
C (7.513, 6.696, -1.709)
C (3.842, 3.340, -1.103)
H (5.935, 7.030, -0.562)
H (5.544, 7.300, -2.370)
H (7.742, 6.091, -2.586)
H (7.954, 6.092, -0.916)
H (8.034, 7.651, -1.780)
H (4.389, 2.416, -1.289)
H (3.659, 3.878, -2.033)
H (2.940, 3.376, -0.492)
O (-2.379, 3.299, 0.307)
S (-1.938, 3.933, 1.594)
O (-2.394, 3.465, 2.895)
O (-0.303, 4.220, 1.577)
C (0.369, 4.651, 2.756)
C (1.509, 3.611, 2.942)
C (-2.331, 5.791, 1.605)
H (-0.167, 4.669, 3.705)
H (0.708, 5.680, 2.642)
H (0.979, 2.689, 3.184)
H (2.155, 3.784, 3.802)
H (2.122, 3.658, 2.042)
H (-1.668, 6.132, 0.809)
H (-2.029, 6.139, 2.593)
H (-3.333, 5.995, 1.227)
O (-3.863, -9.280, -4.360)
S (-3.732, -8.928, -2.943)
O (-2.353, -8.860, -2.370)
O (-4.482, -7.502, -2.586)
C (-5.670, -7.154, -3.248)
C (-6.228, -5.893, -2.595)
C (-4.589, -10.047, -1.806)
H (-6.499, -7.857, -3.334)
H (-5.439, -6.960, -4.296)
H (-5.533, -5.058, -2.509)
H (-6.515, -6.177, -1.583)
H (-7.183, -5.617, -3.044)
H (-4.119, -10.057, -0.822)
H (-4.473, -11.083, -2.126)
H (-5.599, -9.642, -1.753)

=====

Below is C4H5NO in the gas phase in a non-equilibrium geometry, with properties calculated with ωB97M-V/def2-TZVPD.

* E: -285.358324 hartree
* HOMO energy: -7.82 eV
* energy relative to the best compared isomer or geometry (same formula, charge and spin): 147.71 kJ/mol
* SMILES: Oc1ccc[nH]1
* largest force on an atom: 0.1376 Eh/bohr
* E_LUMO: 0.807 eV
* charge: 0

Element x y z (Å)
O (2.176, -0.150, -0.032)
C (0.856, -0.078, 0.109)
C (0.048, 0.991, -0.059)
C (-1.268, 0.595, -0.032)
C (-1.247, -0.711, -0.108)
N (0.086, -1.206, -0.075)
H (2.628, 0.660, -0.318)
H (0.449, 2.045, 0.191)
H (-2.026, 1.424, -0.052)
H (-2.118, -1.433, 0.275)
H (0.417, -2.137, 0.101)